1.
Density functional theory data (wB97M-V/def2-TZVPD) for a 2-piece molecular cluster, C4H6OS overall.

Computed properties:
SMILES string: O=C=S.C=CC

```
! RIJCOSX wB97M-V def2-TZVPD def2/J DEFGRID3
* xyz 0 1
O 2.941 -1.807 -0.871
C 2.902 -0.783 -0.296
S 3.032 0.607 0.304
C -0.725 1.208 -0.929
C -0.737 0.019 -0.302
C -1.296 -0.375 1.042
H -0.221 1.271 -1.843
H -1.517 1.813 -0.684
H -0.123 -0.737 -0.742
H -0.641 0.019 1.821
H -1.325 -1.393 1.431
H -2.289 0.159 1.070
*
```

---

2.
Density functional theory data (wB97M-V/def2-TZVPD) for one molecule with the formula C4H6OS2.

Computed properties:
SMILES string: CSC(=S)CC=O

```
! RIJCOSX wB97M-V def2-TZVPD def2/J DEFGRID3
* xyz 0 1
C 2.364 -0.825 -0.489
S 1.083 0.424 -0.747
C -0.111 0.072 0.423
S -0.127 -1.258 1.455
C -1.141 1.220 0.347
C -2.328 0.417 -0.165
O -2.920 0.661 -1.302
H 2.055 -1.902 -0.917
H 3.331 -0.779 -1.009
H 2.591 -0.983 0.565
H -1.536 1.370 1.470
H -0.702 2.089 -0.152
H -2.560 -0.505 0.521
*
```

---

3.
Density functional theory data (wB97M-V/def2-TZVPD) for one molecule with the formula C4H6OS2.

Computed properties:
SMILES string: COC(=S)C(C)=S

```
! RIJCOSX wB97M-V def2-TZVPD def2/J DEFGRID3
* xyz 0 1
C 0.056 -2.106 0.550
O -1.142 -1.422 0.844
C -1.367 -0.089 0.568
S -2.904 0.266 0.203
C -0.315 0.950 0.582
C -0.405 2.224 -0.179
S 0.993 0.610 1.523
H 0.650 -2.288 1.405
H 0.708 -1.653 -0.236
H -0.121 -3.155 0.277
H -0.498 3.111 0.349
H -1.256 2.226 -0.785
H 0.643 2.270 -0.690
*
```

---

So what do the calculations give for E? Going down the list: -17126.820; -27961.071; -27960.974 eV.
So what do the calculations give for LUMO? Going down the list: 0.61; -0.69; -1.71 eV.